1.
Density functional theory data (ωB97M-V/def2-TZVPD) for a molecular structure, C35H112N2O26SSi in a non-equilibrium geometry.

Structure (XYZ):
```
177
Properties=species:S:1:pos:R:3
C -0.36793 -0.09894 3.06415
Si 0.06826 -0.12403 1.24229
C 1.51400 -1.30323 1.04277
C -1.48073 -0.74808 0.36365
O 0.34744 1.42645 0.66825
C 1.66162 1.72775 0.21508
C 2.56876 2.11555 1.39575
C 3.97597 1.57350 1.33823
C 4.60612 1.20270 2.48794
C 5.94658 0.71821 2.52954
O 6.47863 0.40303 3.73159
C 6.68036 0.59526 1.39075
C 6.05211 0.95809 0.18335
N 6.63249 0.89682 -1.03696
S 5.54954 1.45814 -2.05736
N 4.30826 1.78089 -1.10369
C 4.72369 1.44839 0.13036
H -0.60694 -1.10312 3.40940
H 0.48239 0.21982 3.67186
H -1.20416 0.56331 3.27755
H 1.92652 -1.25306 0.03386
H 2.32733 -1.07693 1.72846
H 1.15661 -2.31833 1.18407
H -1.60235 -0.14759 -0.53960
H -1.41959 -1.79619 0.08120
H -2.34561 -0.52914 0.98628
H 1.56631 2.60256 -0.42380
H 2.09309 0.95036 -0.40760
H 2.65125 3.20463 1.40721
H 2.13453 1.84139 2.35220
H 4.07511 1.28897 3.42624
H 5.92434 0.79995 4.41375
H 7.69730 0.24520 1.42714
C -3.47500 -1.49589 4.77643
O -3.63798 -1.13535 3.41485
H -2.41000 -1.51086 4.99733
H -3.95923 -0.76713 5.43525
H -3.88710 -2.49354 4.97285
H -4.58642 -1.12231 3.22826
C -6.82044 0.81241 1.72148
O -6.26282 -0.31303 2.40175
H -6.08275 1.61059 1.71816
H -7.06926 0.54408 0.69288
H -7.71613 1.15313 2.24144
H -6.91789 -1.02079 2.40575
C 5.71138 2.26152 6.94222
O 5.54778 2.60344 5.56126
H 6.05186 1.23070 6.99976
H 6.45731 2.91028 7.40741
H 4.76355 2.35040 7.47222
H 5.24591 3.51578 5.51971
C -6.31226 0.03968 -2.11619
O -7.67689 -0.07983 -1.69554
H -5.82272 0.75140 -1.45520
H -5.79286 -0.91599 -2.05478
H -6.26656 0.41549 -3.14149
H -8.12189 -0.70116 -2.27623
C 8.00997 2.45486 -5.18569
O 9.12409 2.74489 -4.34190
H 8.11457 3.03797 -6.09664
H 7.99653 1.39024 -5.43653
H 7.07590 2.72932 -4.68896
H 9.02500 2.22784 -3.53750
C -3.29115 -3.28183 -2.43966
O -3.58101 -1.89698 -2.22350
H -3.80033 -3.60469 -3.34480
H -2.21673 -3.42741 -2.56167
H -3.65205 -3.87003 -1.59077
H -3.12484 -1.63132 -1.41908
C 1.04196 -3.96015 -3.14303
O -0.16864 -4.68882 -3.33828
H 1.14646 -3.76946 -2.07786
H 1.90508 -4.53598 -3.48536
H 1.01248 -3.00469 -3.67273
H -0.26042 -4.85393 -4.28036
C 4.49144 5.05293 3.24485
O 3.27655 4.82766 3.97010
H 5.11351 5.71908 3.82579
H 5.01767 4.10415 3.09317
H 4.28170 5.51611 2.27878
H 2.72685 4.23566 3.45049
C 4.61774 -1.55582 -5.00104
O 3.98222 -2.04306 -3.82029
H 4.33219 -2.20237 -5.82632
H 4.28911 -0.53450 -5.21319
H 5.70396 -1.58075 -4.88337
H 4.24335 -1.46435 -3.09907
C -6.28295 -3.87342 3.56626
O -6.93831 -2.70302 4.06008
H -6.96550 -4.39012 2.89766
H -5.37892 -3.60130 3.01466
H -6.01841 -4.53917 4.39161
H -6.31726 -2.26107 4.64622
C -5.69225 3.68039 3.81909
O -6.71585 3.98495 2.86869
H -5.96737 2.77309 4.35196
H -4.75109 3.51252 3.29395
H -5.57888 4.49911 4.53405
H -6.45580 4.78484 2.40513
C -6.76997 -4.94328 -2.11868
O -5.96825 -5.76500 -2.96840
H -6.13069 -4.55533 -1.33050
H -7.18744 -4.10902 -2.68763
H -7.57796 -5.52731 -1.67254
H -6.54240 -6.10371 -3.66085
C -2.58149 -6.06769 0.66085
O -3.24916 -4.91351 1.16685
H -3.25314 -6.58274 -0.02081
H -1.67981 -5.77174 0.11843
H -2.30972 -6.74760 1.47298
H -2.64024 -4.46932 1.76290
C -3.04596 2.71046 0.62797
O -3.25675 2.23989 1.95695
H -1.99761 2.97685 0.52143
H -3.28975 1.92446 -0.09214
H -3.66234 3.59191 0.42414
H -4.18482 2.00115 2.02992
C -10.63541 1.66255 2.19647
O -10.43755 0.68057 1.17201
H -10.74749 1.15268 3.15037
H -9.77086 2.33055 2.24274
H -11.53557 2.23877 1.99290
H -10.33914 1.15188 0.34105
C 7.01881 7.86689 1.68927
O 6.52665 7.30881 2.90616
H 6.73720 7.19744 0.88088
H 6.57854 8.85005 1.50650
H 8.10746 7.95568 1.71375
H 6.77700 7.90227 3.61933
C 2.32124 2.71302 -4.67218
O 3.42478 2.98369 -3.81304
H 2.44055 3.31644 -5.56837
H 2.29654 1.65697 -4.95600
H 1.37780 2.97851 -4.18829
H 3.30316 2.44954 -3.02057
C 10.06744 -0.27973 -7.75925
O 9.44254 -0.74418 -6.55725
H 9.76931 -0.93938 -8.56821
H 9.74985 0.74012 -7.99189
H 11.14773 -0.30823 -7.65145
H 9.71590 -0.15425 -5.84760
C 12.13742 -3.83760 -7.06521
O 11.80077 -2.45221 -7.10470
H 13.01207 -3.98766 -7.69307
H 12.37436 -4.15081 -6.04582
H 11.31338 -4.44465 -7.44808
H 11.02300 -2.31673 -6.54836
C -12.76121 -1.48590 2.81069
O -11.47791 -2.04670 2.58110
H -13.39668 -2.26630 3.22376
H -12.70604 -0.65902 3.52630
H -13.20265 -1.12505 1.87734
H -10.92504 -1.34899 2.21604
C -12.84298 2.59211 5.20945
O -13.03290 2.96173 3.84623
H -11.77432 2.59806 5.40813
H -13.33204 3.30447 5.87847
H -13.23426 1.58915 5.39967
H -13.97774 2.95583 3.67246
C -5.02847 -5.76064 -6.43363
O -4.15610 -5.32624 -5.40213
H -4.79220 -5.19632 -7.33220
H -4.89396 -6.82663 -6.63995
H -6.07461 -5.57409 -6.16622
H -4.37597 -5.82281 -4.60641
C 3.02298 2.30598 9.94429
O 3.25991 1.17552 9.10880
H 3.94840 2.52955 10.46863
H 2.73146 3.17642 9.35017
H 2.24239 2.09146 10.67797
H 2.43988 0.98027 8.64755
C 14.53233 -0.58955 -9.32170
O 14.45588 -1.12961 -8.00997
H 15.57377 -0.35112 -9.52422
H 14.18503 -1.31376 -10.06466
H 13.93877 0.32588 -9.40398
H 13.53286 -1.33994 -7.83332
```

Summary:
orbital gap: 8.06 eV
total charge: 0
calculated total energy: -113030.80807 eV
2S+1: 1

=====

2.
Density functional theory data (ωB97M-V/def2-TZVPD) for 22 unconnected molecules or ions with the total composition C22H66N22O44 in a non-equilibrium geometry.

Structure (XYZ):
```
154
Properties=species:S:1:pos:R:3
C 5.00996 3.68573 0.92080
N 3.80690 2.81417 0.59851
O 2.66454 3.31643 0.57458
O 4.01531 1.60324 0.50532
H 5.27627 4.22864 -0.02489
H 5.79136 3.01432 1.31774
H 4.60063 4.30156 1.66292
C 0.79635 -3.84886 -0.45449
N 0.14080 -4.21639 -1.69395
O -1.07536 -3.96458 -1.77025
O 0.75590 -4.75193 -2.56363
H 0.57938 -2.80402 -0.29015
H 1.84570 -4.02654 -0.75432
H 0.50336 -4.53260 0.34724
C -5.31601 0.14648 -4.27091
N -5.91625 0.37621 -2.87076
O -6.91905 1.04126 -2.74277
O -5.32307 -0.10279 -1.94905
H -5.14263 -0.90552 -4.30210
H -4.36638 0.67755 -4.27915
H -6.00915 0.48358 -4.98837
C -1.90824 -6.57711 3.56623
N -1.36619 -5.66950 2.53278
O -1.87273 -4.58688 2.32598
O -0.43411 -6.12591 1.93687
H -1.60071 -7.54639 3.24553
H -2.98825 -6.46854 3.65927
H -1.47790 -6.33398 4.53458
C -4.60361 5.20301 4.78712
N -4.99421 4.47467 3.55677
O -5.02914 3.26002 3.63143
O -5.22452 5.11365 2.57067
H -5.38205 5.89939 4.90319
H -3.61667 5.58951 4.55221
H -4.69318 4.44333 5.60089
C -0.84673 2.56224 2.06382
N -1.75941 3.42542 2.84306
O -2.47517 4.24708 2.36670
O -1.79212 3.08196 4.03810
H -0.58421 3.00205 1.13397
H -1.27624 1.61234 1.94899
H 0.04934 2.45952 2.65361
C -3.46627 5.50329 -1.10232
N -2.75878 6.77558 -1.02726
O -1.53817 6.67791 -0.86349
O -3.31716 7.78060 -1.13868
H -3.32719 4.95896 -0.14205
H -3.05613 4.86402 -1.95598
H -4.51176 5.76310 -1.22443
C -2.06635 -1.92734 -3.40630
N -2.21329 -0.94434 -4.44664
O -2.74378 -1.17720 -5.52170
O -1.81534 0.16177 -4.11102
H -1.18620 -1.65012 -2.77827
H -1.96657 -2.94443 -3.80420
H -2.87804 -1.96610 -2.75064
C 4.65374 -0.89221 -1.77333
N 4.16491 -1.20436 -0.33454
O 2.94178 -1.14376 -0.14186
O 4.99638 -1.54001 0.48879
H 5.43489 -1.63593 -2.01603
H 5.04192 0.15014 -1.74681
H 3.72260 -0.95646 -2.33918
C 3.69648 -0.27040 3.40643
N 3.11701 1.15772 3.29326
O 1.90467 1.27737 3.15627
O 3.88180 1.99721 3.58923
H 4.74060 -0.19723 3.27362
H 3.32194 -0.97054 2.61745
H 3.44990 -0.70663 4.40340
C 0.03518 1.34184 -6.73539
N 1.31368 1.20001 -5.84615
O 2.31339 1.68862 -6.25944
O 1.28419 0.52683 -4.86821
H -0.80786 1.18787 -6.10676
H 0.03922 0.46730 -7.43812
H 0.10030 2.24647 -7.38765
C 1.31683 1.13133 -1.32260
N 0.47666 -0.01094 -1.26611
O 0.66846 -0.87552 -2.09253
O -0.37848 -0.17524 -0.38871
H 2.15100 1.02903 -0.60273
H 0.69571 1.96754 -1.11087
H 1.69792 1.07781 -2.33634
C 0.44303 -2.46892 3.45558
N 1.38104 -3.53011 3.61147
O 2.52705 -3.30733 3.33869
O 0.98382 -4.58964 4.05753
H -0.45204 -3.02641 3.33782
H 0.78990 -1.90702 2.66934
H 0.50445 -1.89234 4.42145
C -4.03284 -0.41271 4.30901
N -2.88031 -0.24143 5.21198
O -1.87320 -0.82876 4.89938
O -2.97856 0.47404 6.19549
H -3.71811 -0.49190 3.26989
H -4.66229 0.51409 4.52034
H -4.60727 -1.26246 4.59802
C -5.52322 1.71367 0.56670
N -4.06569 1.67784 0.80031
O -3.62938 1.29840 1.86963
O -3.39271 2.01073 -0.12442
H -5.56622 2.24803 -0.36502
H -5.83001 2.33376 1.37978
H -5.95973 0.70925 0.59121
C 3.74715 -5.80897 -3.33853
N 4.31945 -4.42958 -2.96723
O 5.10063 -3.95976 -3.76559
O 3.90416 -3.78132 -2.07230
H 2.66183 -5.74365 -3.35086
H 3.94308 -6.40239 -2.41975
H 4.36365 -6.10804 -4.18737
C 3.53877 -6.18323 1.67762
N 2.92578 -6.88665 0.56332
O 2.36139 -7.94704 0.79231
O 2.97367 -6.37757 -0.52856
H 3.85124 -5.16008 1.32177
H 4.33284 -6.79532 2.11886
H 2.77166 -6.00981 2.43564
C -2.64045 -1.80584 0.69995
N -4.07875 -2.02668 0.20559
O -4.93424 -1.38824 0.79593
O -4.21645 -2.85939 -0.66719
H -2.80261 -1.27605 1.64484
H -2.05741 -1.15074 0.04510
H -2.12886 -2.73924 0.75752
C 2.01385 -2.59051 -4.94083
N 1.65808 -2.07452 -6.26299
O 2.45493 -1.42294 -6.85973
O 0.47217 -2.16476 -6.60046
H 1.62888 -3.60677 -5.06005
H 1.47036 -1.90077 -4.30368
H 3.07638 -2.53069 -4.80475
C 2.88610 3.87936 -4.27008
N 3.78034 3.62546 -3.06444
O 3.45611 2.67421 -2.34500
O 4.82615 4.23069 -2.97769
H 2.77425 2.90710 -4.68035
H 3.51269 4.57951 -4.88699
H 1.97733 4.38502 -3.91390
C 0.78156 1.40931 6.72818
N 1.87219 0.52972 6.45112
O 2.96308 1.03656 6.42537
O 1.71512 -0.61169 6.08093
H 0.10724 0.90296 7.42928
H 0.23834 1.69000 5.79548
H 1.26406 2.33136 7.17608
C 1.40498 6.22610 0.19741
N 1.11386 5.41118 -1.13218
O 1.30953 6.05759 -2.13488
O 0.56688 4.35323 -1.06897
H 0.50870 6.12607 0.85714
H 1.40329 7.22256 -0.06555
H 2.39696 5.79799 0.59009
```

Summary:
orbital gap: 10.61 eV
total charge: 0
calculated total energy: -146694.30136 eV
2S+1: 1
ΔE to the lowest compared entry with this formula, charge and spin: 21.47 kcal per mole

=====

3.
Density functional theory data (ωB97M-V/def2-TZVPD) for C16H23ClN2O4S in the gas phase in a non-equilibrium geometry.

Structure (XYZ):
```
47
Properties=species:S:1:pos:R:3
C 0.46232 -2.11857 3.13815
C 1.71236 -2.68605 2.46744
O 1.97209 -2.17528 1.18035
C 2.36251 -0.81538 1.15638
C 2.94652 -0.50613 -0.22179
C 3.16696 0.99301 -0.43986
N 1.92222 1.72660 -0.45563
C 1.34875 2.17933 -1.58232
O 1.87011 2.18123 -2.67717
C -0.08259 2.68863 -1.32641
N -0.92941 1.50407 -1.12104
S -1.43832 1.21143 0.43754
O -0.30854 1.46612 1.29737
O -2.67155 1.86859 0.76476
C -1.71213 -0.55487 0.37548
C -2.77689 -1.10910 1.06049
C -2.94710 -2.48327 1.06003
C -2.03614 -3.27839 0.37575
C -0.96983 -2.71918 -0.31723
C -0.81301 -1.34502 -0.31512
H 0.00052 -0.87836 -0.84402
H -0.26572 -3.35060 -0.83405
Cl -2.23165 -4.98912 0.39053
H -3.76993 -2.93704 1.58934
H -3.45868 -0.45712 1.58315
C -1.99347 1.49346 -2.11375
C -2.13616 2.94877 -2.55289
H -2.73552 3.49085 -1.82012
H -2.59319 3.04638 -3.53487
C -0.68804 3.43235 -2.51863
H -0.15270 3.12411 -3.41899
H -0.60129 4.51065 -2.40856
H -1.68329 0.85813 -2.94969
H -2.89893 1.08600 -1.66330
H -0.08986 3.29451 -0.41427
H 1.34613 1.69345 0.37830
H 3.80579 1.39617 0.35177
H 3.64480 1.16044 -1.40795
H 3.89531 -1.03206 -0.33475
H 2.26589 -0.88763 -0.98363
H 3.12008 -0.63145 1.93419
H 1.49675 -0.17177 1.36078
H 1.59525 -3.76283 2.31859
H 2.58533 -2.51440 3.11701
H 0.55275 -1.04660 3.29393
H 0.32479 -2.60003 4.10260
H -0.41330 -2.30400 2.52213
```

Summary:
orbital gap: 9.84 eV
SMILES: CCOCCCNC(=O)[C@H]1CCCN1S(=O)(=O)c1ccc(Cl)cc1
total charge: 0
calculated total energy: -51493.42649 eV
2S+1: 1
ΔE to the lowest compared entry with this formula, charge and spin: 0.00 kcal per mole

=====

4.
Density functional theory data (ωB97M-V/def2-TZVPD) for a molecular structure, C25H33O2STc in a non-equilibrium geometry.

Structure (XYZ):
```
62
Properties=species:S:1:pos:R:3
O 3.22676 3.16661 0.86207
C 4.66016 2.87107 0.47610
C 5.02107 4.29110 0.10231
H 4.82521 2.22860 -0.41059
H 5.22569 2.51140 1.34667
C 3.55711 4.57365 0.50634
H 5.27848 4.49876 -0.94625
H 5.77397 4.75646 0.75584
C 2.73335 5.10944 -0.61048
H 2.61880 4.37440 -1.41589
H 3.19452 5.99629 -1.06778
H 1.76296 5.41040 -0.21347
C 3.62066 5.50514 1.70290
H 4.31414 5.10838 2.45155
H 2.63039 5.62773 2.14255
H 4.00323 6.46766 1.34649
Tc 1.15439 1.85107 1.29311
C -0.17541 0.56970 2.42374
C 0.68761 -0.22325 1.56767
C 2.03972 -0.00923 2.01524
H 0.39927 -0.91220 0.79577
C 2.00909 0.93704 3.10388
C 0.64307 1.28883 3.34354
H 0.29226 1.93664 4.13903
H -1.25099 0.56679 2.43987
H 2.91364 -0.49396 1.60879
H 2.86340 1.27079 3.69871
C -0.55118 1.49514 0.08729
C -0.68892 2.70287 0.89790
C -0.12146 3.76863 0.12603
H -1.32703 2.83099 1.77407
C 0.21783 3.26489 -1.16083
C 0.06433 1.85549 -1.16104
H 0.19119 1.18507 -1.99979
H -1.13855 0.59430 0.19238
H -0.11439 4.81214 0.43175
H 0.49026 3.85779 -2.02611
O 4.33302 2.07175 -3.76992
C 3.18399 1.38062 -3.20393
C 3.63635 0.66914 -1.90702
H 2.81145 0.68996 -3.96779
H 2.42297 2.17306 -3.04173
C 5.10887 0.35327 -2.22484
H 3.08937 -0.27607 -1.69705
H 3.48037 1.34432 -1.05993
C 5.53275 1.45148 -3.24402
H 5.17355 -0.63240 -2.72874
H 5.74192 0.34419 -1.34732
H 6.11748 1.01793 -4.08646
H 6.17752 2.21327 -2.78698
S 1.34062 -1.29230 -2.45439
C 0.16775 -2.18457 -1.71067
C -1.17967 -1.78766 -1.95733
C -2.20268 -2.69122 -1.71372
C -1.94497 -3.93199 -1.12740
C -0.63191 -4.27655 -0.78897
C 0.42699 -3.41599 -1.04387
H -1.34770 -0.82969 -2.45377
H -3.21323 -2.41011 -2.00305
H -2.76547 -4.63177 -0.94440
H -0.42955 -5.24963 -0.34556
H 1.46243 -3.67478 -0.83174
```

Summary:
orbital gap (alpha / beta): 7.62 / 6.76 eV
total charge: +1
calculated total energy: -43577.44322 eV
2S+1: 4
expectation value of S²: 3.798

=====

Q: Look up the total charge of the second one.
A: 0

=====

Q: The highest calculated total energy belongs to which entry?
A: C25H33O2STc